C25H17Cl60NO3 | ωB97M-V/def2-TZVPD

The geometry in XYZ format:
```
106
Properties=species:S:1:pos:R:3:forces:R:3:mulliken_charge:R:1
C 3.72456 -0.51243 -1.70604 0.16 -0.10 -0.40 -0.569
C 3.92335 -1.86750 -2.35891 -0.25 0.44 0.29 -0.430
O 2.75997 -2.24598 -3.13039 0.08 -0.54 0.15 -0.369
C 2.14994 -3.38525 -2.65543 0.19 -1.13 -0.83 0.486
O 2.19678 -4.43184 -3.27063 -0.20 1.49 0.63 -0.600
C 1.42980 -3.24657 -1.33311 0.26 -0.19 -0.04 -0.238
C 0.14978 -4.06444 -1.24940 0.00 -0.08 -0.26 -0.601
C -0.90096 -3.74878 -2.31104 0.36 0.12 1.00 -1.422
C -1.29533 -2.29495 -2.41121 -1.49 -0.70 -1.13 0.741
C -2.10452 -1.69344 -1.26664 -0.06 0.43 -0.29 -0.514
N -2.80105 -0.54885 -1.89619 0.90 0.71 -0.83 -0.109
C -2.76265 -0.72480 -3.30004 -0.80 0.26 -0.46 0.203
O -2.96698 0.15881 -4.11544 0.35 -0.98 0.90 -0.539
C -2.43392 -2.19527 -3.47036 0.16 0.77 0.28 -0.859
H 4.68126 -0.03875 -1.50906 0.23 -0.04 0.20 0.300
H 3.16475 -0.57582 -0.78355 -0.19 0.05 0.18 0.243
H 3.20917 0.13340 -2.40935 -0.15 0.03 0.01 0.026
H 4.11780 -2.63288 -1.61557 0.16 -0.19 0.14 0.311
H 4.77659 -1.82417 -3.02317 0.04 -0.16 -0.35 0.443
H 1.29477 -2.19948 -1.08742 -0.21 0.24 -0.10 -0.143
H 2.10884 -3.63468 -0.57444 0.21 -0.05 0.12 0.650
H 0.38295 -5.12133 -1.33376 0.21 -0.17 0.03 0.397
H -0.25207 -3.93107 -0.25232 -0.21 0.12 0.23 0.095
H -0.59353 -4.15701 -3.26781 0.14 0.14 -0.25 0.561
H -1.80696 -4.28188 -2.02677 -0.18 -0.23 -0.04 0.287
H -0.54247 -1.59691 -2.76897 0.61 -0.08 0.30 0.301
H -2.89783 -2.38714 -0.99694 0.10 -0.38 0.37 0.074
H -1.57817 -1.39559 -0.36924 0.22 0.04 0.03 0.191
H -2.36200 0.35272 -1.74275 -0.32 0.15 0.61 0.333
H -3.30604 -2.68471 -3.03865 -0.12 -0.52 -0.21 0.350
H -2.22700 -2.58485 -4.45453 0.11 0.26 -0.31 0.462
C 0.80744 2.37642 -1.44992 -0.01 0.11 0.00 0.185
Cl -0.74055 3.15374 -1.80632 -0.02 -0.02 -0.02 -0.092
Cl 1.64694 3.26731 -0.18677 0.13 -0.14 -0.11 -0.024
Cl 0.51165 0.73305 -0.87882 -0.17 -0.24 0.04 0.034
Cl 1.78004 2.31681 -2.92515 -0.09 0.14 0.02 -0.154
C 4.98463 6.04365 -1.28440 -0.05 -0.03 -0.05 0.173
Cl 5.84624 6.95307 -2.53027 -0.02 0.00 0.06 -0.097
Cl 4.31017 7.15302 -0.08432 0.12 0.06 0.06 -0.066
Cl 3.66006 5.13615 -2.01226 0.10 0.07 -0.22 -0.010
Cl 6.08697 4.91570 -0.49499 -0.03 0.14 0.02 0.073
C -2.05484 -6.36084 1.73305 -0.04 0.05 -0.15 -0.017
Cl -0.28892 -6.38468 1.72458 -0.04 -0.08 -0.03 -0.101
Cl -2.61582 -4.82652 1.04878 0.06 0.10 -0.12 0.207
Cl -2.68613 -7.71098 0.74594 0.31 0.32 0.17 -0.117
Cl -2.63996 -6.46219 3.38563 0.07 -0.22 0.01 0.087
C -3.79905 -3.27040 5.87431 0.09 0.03 -0.13 0.267
Cl -4.01302 -5.01199 6.08441 -0.12 0.01 0.15 -0.089
Cl -2.59713 -2.99516 4.60830 0.06 0.05 0.00 -0.037
Cl -5.32821 -2.53161 5.39263 -0.03 -0.10 0.25 -0.075
Cl -3.23756 -2.54938 7.38413 -0.04 -0.02 0.00 -0.095
C -6.88871 -5.70242 1.60681 0.04 0.04 0.08 0.181
Cl -8.30111 -6.76372 1.53652 0.02 0.02 -0.01 -0.108
Cl -7.00107 -4.47762 0.34035 0.06 0.04 0.06 -0.029
Cl -6.82365 -4.90954 3.18848 0.02 0.01 -0.03 -0.045
Cl -5.41653 -6.64870 1.37655 -0.54 -0.02 -0.04 -0.017
C -4.26969 0.10926 2.24788 -0.06 0.03 -0.01 0.133
Cl -4.02970 0.63883 3.91623 0.01 -0.02 -0.01 -0.084
Cl -2.72258 0.16270 1.39140 -0.01 0.13 0.18 0.064
Cl -4.89600 -1.54324 2.22773 0.01 0.07 -0.21 0.017
Cl -5.41829 1.18609 1.44949 0.04 -0.02 0.00 -0.114
C 8.46964 2.40338 -3.01393 0.06 -0.04 -0.05 0.258
Cl 9.29306 1.84534 -1.55337 0.12 -0.04 -0.28 -0.079
Cl 9.10602 1.54236 -4.41907 -0.01 0.01 0.01 -0.105
Cl 6.73569 2.07919 -2.86816 -0.03 0.01 0.03 -0.003
Cl 8.73294 4.13601 -3.21444 -0.03 0.00 0.02 -0.072
C 8.05700 3.01693 2.60067 -0.06 0.03 0.05 0.246
Cl 8.91397 1.68140 3.37258 0.01 0.00 0.00 -0.062
Cl 7.51398 2.51636 0.99512 -0.05 -0.10 0.29 -0.003
Cl 6.66039 3.47065 3.58413 0.01 0.00 -0.01 -0.098
Cl 9.13974 4.40240 2.44134 0.00 0.00 -0.01 -0.109
C -0.89948 4.86157 3.09112 -0.02 -0.02 -0.01 0.201
Cl 0.25874 6.19525 3.11922 0.01 0.00 0.00 -0.058
Cl -0.35643 3.58729 4.18965 -0.01 -0.01 0.00 -0.110
Cl -2.48693 5.44275 3.60306 0.02 0.01 -0.01 -0.104
Cl -1.00511 4.21224 1.45230 -0.22 0.10 0.14 0.088
C 10.98209 -0.30222 6.57938 0.01 0.01 0.02 0.358
Cl 9.61375 0.70855 7.05467 0.01 0.00 -0.02 -0.084
Cl 11.97659 0.56390 5.40308 -0.02 0.01 0.00 -0.090
Cl 11.95416 -0.68464 8.00254 0.00 0.00 -0.01 -0.102
Cl 10.38366 -1.79728 5.85342 -0.01 0.00 -0.01 -0.095
C -0.10872 -10.43262 3.23152 0.09 -0.12 -0.09 0.339
Cl -1.47487 -10.01340 4.26240 -0.06 0.08 -0.01 -0.082
Cl 0.17514 -12.17439 3.32890 0.02 -0.01 0.00 -0.104
Cl -0.45743 -9.99078 1.55515 0.12 -0.16 0.16 -0.060
Cl 1.33408 -9.57154 3.77872 -0.02 0.03 -0.01 -0.096
C -9.84511 -4.32402 -2.89523 0.00 -0.02 0.00 0.327
Cl -8.68579 -3.01919 -2.61010 0.01 0.01 0.00 -0.086
Cl -9.55130 -5.63127 -1.74687 -0.07 -0.03 -0.05 -0.064
Cl -11.48586 -3.70755 -2.68144 0.01 0.00 0.00 -0.095
Cl -9.65266 -4.92933 -4.54302 0.00 0.01 0.00 -0.096
C -3.67897 2.91728 -6.77531 0.01 -0.08 0.05 0.256
Cl -4.29065 1.26501 -6.81028 0.01 0.08 -0.03 -0.071
Cl -2.91352 3.29567 -8.32473 0.01 0.02 -0.02 -0.113
Cl -5.01909 4.03726 -6.49569 -0.01 0.02 0.00 -0.111
Cl -2.49219 3.08981 -5.47976 0.00 0.02 -0.03 -0.001
C -0.15323 9.60859 0.54425 0.01 0.04 -0.01 0.154
Cl -1.48021 8.43324 0.58902 0.10 0.01 -0.01 -0.053
Cl -0.48469 10.82951 -0.69161 0.22 -0.08 -0.05 -0.055
Cl 0.00893 10.37786 2.13080 0.16 -0.10 -0.06 -0.062
Cl 1.35268 8.77665 0.14565 -0.04 -0.06 -0.01 -0.013
C -3.45063 12.92801 1.06782 0.01 -0.01 0.01 0.305
Cl -4.82564 13.33034 2.10156 0.01 0.00 -0.01 -0.107
Cl -3.03326 11.22705 1.26669 -0.54 0.13 0.16 -0.005
Cl -3.87241 13.23547 -0.62048 0.01 0.00 -0.01 -0.098
Cl -2.06256 13.92557 1.51783 0.01 0.00 0.00 -0.097
```
Forces are in eV/Å.

Properties
Net charge: 0
Calculated total energy: -785174.2087 eV
HOMO level: -9.59 eV
Multiplicity: 1
Frontier orbital gap: 0.3463 hartree